(1)
DFT (wB97M-V/def2-TZVPD) results for a structure of composition C34H64InN4O15 at a distorted geometry.

* molar mass: 883.72 g/mol
* multiplicity: 1
* Kohn-Sham gap: 3.2 eV
* total energy: -2871.38878 a.u.
* charge: -1
* HOMO energy: -4.980 eV

Structure (XYZ):
```
118
Properties=species:S:1:pos:R:3:forces:R:3
In -0.235956 0.788874 -1.051915 0.072 0.105 1.042
C 3.863774 -2.460736 -0.382355 -4.209 3.002 -0.432
C 2.893704 -1.411596 -0.659535 1.088 -0.447 0.821
C 3.350574 -0.238036 -1.631875 2.572 -1.568 0.414
O 2.506234 0.581714 -1.930015 -2.316 2.163 -0.791
C 4.726694 -0.187266 -2.059425 -3.914 0.478 0.442
C 5.587644 -1.216056 -1.762115 5.441 1.245 -1.693
C 5.141804 -2.374756 -0.905165 2.804 -3.595 1.113
O 5.915764 -3.332986 -0.573605 -0.616 2.254 -1.181
O 6.818214 -1.038496 -2.191145 -3.564 -1.739 1.680
O 1.769214 -1.215596 -0.117755 0.127 -0.583 -0.311
H 3.575534 -3.222106 0.327315 0.279 -0.136 0.006
H 4.989074 0.608304 -2.741055 0.237 -0.019 0.078
C -3.835126 3.812064 1.114665 3.589 -2.720 -2.803
C -2.926256 3.076134 0.199185 -1.378 1.976 2.230
C -3.409706 2.780764 -1.301585 -2.210 0.333 1.288
O -2.701386 2.062894 -2.024065 1.366 -0.783 -0.268
C -4.733736 3.246154 -1.641935 5.037 -2.271 -0.293
C -5.508516 3.948144 -0.753855 -4.305 1.220 -2.764
C -5.089396 4.136924 0.670955 -3.286 2.466 2.967
O -5.885756 4.658224 1.523255 0.832 -0.937 -2.109
O -6.612316 4.345574 -1.290435 2.008 -0.238 2.672
O -1.783526 2.737414 0.597295 0.280 -0.771 -1.607
H -3.555526 3.998114 2.141125 0.115 -0.075 -0.068
H -5.013576 2.956344 -2.643985 -0.505 0.374 0.032
C -1.407996 -1.350836 3.695645 -0.829 -1.193 0.366
C -1.509366 -1.060316 2.211355 -0.405 1.187 -0.082
C -2.908076 -0.550486 1.799695 0.017 -1.173 -0.879
O -2.957076 -0.415366 0.338315 -1.176 0.238 0.942
C -4.326136 -0.290786 -0.130625 0.212 0.781 0.229
N -0.593876 0.025194 1.953345 1.049 -0.003 -1.485
H -2.099386 -2.158846 3.934815 -0.556 0.179 0.341
H -1.603936 -0.451636 4.279725 -0.191 -0.068 0.038
H -0.478016 -1.793006 4.053015 0.491 0.361 -0.547
H -1.276136 -1.930866 1.598295 0.136 -0.017 0.030
H -3.199536 0.344494 2.349385 0.236 0.485 -0.317
H -3.646626 -1.304206 2.072745 -0.174 -0.261 0.049
H -4.830756 0.608984 0.221345 0.284 0.264 0.573
H -4.971616 -1.115276 0.172145 0.272 -0.434 -0.002
H -4.377866 -0.131546 -1.207695 0.566 -0.471 -0.003
H 0.282114 -0.163126 2.419465 0.604 -0.348 -0.509
H -0.869026 0.840674 2.481905 -0.600 0.663 -0.210
C -2.706666 -1.384106 -3.054305 0.593 -1.864 0.169
C -1.609686 -2.396196 -2.576315 0.857 1.081 -0.272
C -0.304806 -2.276926 -3.415525 -0.642 -0.187 1.429
O 0.186874 -0.938756 -3.391625 0.339 -0.275 -1.596
C 1.242614 -0.888256 -4.394465 0.103 0.948 0.533
N -1.244756 -2.184216 -1.174025 -0.107 0.288 -0.057
H -2.642176 -1.393726 -4.142355 -0.177 0.517 -0.034
H -2.626156 -0.396606 -2.599915 0.246 0.050 -0.250
H -3.678406 -1.801726 -2.790865 -0.123 0.162 0.055
H -1.913086 -3.442116 -2.622295 -0.429 -0.079 -0.755
H -0.492756 -2.691566 -4.405905 -0.054 0.513 -0.433
H 0.483394 -2.891166 -2.980145 -0.064 -0.386 0.208
H 2.126974 -1.444206 -4.083115 -0.174 -0.438 0.116
H 1.613234 0.127934 -4.528995 -0.433 0.161 0.355
H 0.883934 -1.222106 -5.368115 -0.175 -0.261 0.076
H -0.626456 -2.955796 -0.967935 0.818 0.101 0.066
H -2.052456 -2.436146 -0.622445 -0.438 0.718 0.353
C -0.845466 -5.843676 0.295995 0.545 0.181 0.563
C 0.111334 -4.686186 0.686065 -0.668 -0.732 -0.030
C 1.097464 -5.043766 1.824835 -1.505 0.297 -0.434
O 0.367334 -5.195556 3.019255 -0.247 0.410 0.048
C 1.163854 -5.229066 4.165995 -0.284 -0.858 0.846
N 0.883364 -4.270376 -0.489215 -0.074 -0.155 0.773
H -0.256176 -6.625026 -0.183935 0.051 -0.181 0.079
H -1.634666 -5.589386 -0.411525 0.144 0.465 -0.030
H -1.333296 -6.245406 1.184105 0.071 -0.110 0.048
H -0.474016 -3.834826 1.033395 -0.085 0.041 0.092
H 1.770034 -4.190756 1.915015 0.453 -0.104 0.017
H 1.602424 -5.972386 1.558805 0.464 -0.101 0.032
H 1.585004 -6.226636 4.290845 0.657 -0.088 -0.210
H 0.533704 -5.153076 5.052125 -0.327 0.391 -0.145
H 1.930644 -4.457686 4.237485 0.108 0.087 -0.344
H 1.247074 -3.371916 -0.205335 0.351 0.713 -0.407
H 1.699624 -4.861186 -0.420225 0.454 -0.240 -0.824
C 4.054644 -1.425726 3.352035 -0.606 -0.162 -0.128
C 2.500194 -1.395346 3.379355 1.740 -1.021 -0.026
O 1.957634 -0.146736 3.259365 -0.710 2.044 -0.224
H 4.334154 -2.310636 3.923805 0.463 -0.039 -0.234
H 4.564634 -0.556596 3.767505 -0.388 0.130 0.458
H 4.422174 -1.467286 2.326715 -0.048 -0.345 -0.024
H 2.135534 -1.860416 4.295235 -0.066 -0.376 0.066
H 2.164374 -1.933506 2.492965 -0.218 -0.268 0.153
H 2.173764 0.407074 4.013145 0.106 -0.016 0.094
C -0.491986 4.809414 3.343585 -0.309 0.506 0.449
C -0.021986 3.379384 3.498355 -1.056 -0.384 -0.030
O -1.104626 2.496004 3.049075 1.557 1.062 1.965
H -0.692266 4.968034 2.283945 -0.038 0.430 0.067
H 0.132204 5.593044 3.773015 0.916 -0.203 -0.501
H -1.383086 5.045704 3.925145 -0.541 -0.691 -0.269
H 0.214064 3.143404 4.535995 -0.056 -0.169 -0.016
H 0.850874 3.205974 2.868955 0.177 -0.082 0.031
H -1.269856 2.822384 2.161505 -0.679 -0.218 -1.019
C -1.304246 1.690594 -4.917865 -1.178 -1.351 0.929
O -0.335316 1.947824 -3.899965 0.101 1.039 -1.135
C 0.317694 3.180684 -4.169515 -0.004 0.591 0.742
C 1.013864 3.715674 -2.926265 0.493 -1.048 0.175
N 0.095344 3.821454 -1.784355 0.781 -0.080 -0.603
C 0.660584 4.675954 -0.728835 0.917 -1.767 0.008
C 1.975154 4.092234 -0.147205 -0.989 -1.015 0.812
O 1.675324 2.797894 0.380315 0.060 -1.075 -0.086
C 2.808654 2.094934 0.977045 -1.039 0.914 -0.347
H -1.122106 1.821334 -5.984555 1.342 0.243 0.049
H -2.233856 2.239674 -4.768045 0.013 0.242 0.538
H -1.524516 0.635874 -4.753085 -0.232 -0.001 -0.250
H -0.370906 3.987344 -4.420965 -0.697 -0.214 -0.436
H 0.984164 3.033484 -5.019365 0.333 0.182 0.042
H 1.491054 4.679054 -3.105985 0.043 0.261 -0.498
H 1.819094 3.024114 -2.678365 0.076 -0.103 0.257
H -0.682266 4.377404 -2.110475 -0.749 -0.431 -0.111
H -0.108686 4.600094 0.039655 0.221 0.783 0.274
H 0.881544 5.657494 -1.148175 -0.168 0.423 0.390
H 2.245844 4.678384 0.731005 0.426 0.583 -0.213
H 2.806504 3.939194 -0.835345 0.031 0.638 -0.260
H 3.089024 2.650374 1.872015 0.207 -0.010 0.218
H 3.661214 2.050824 0.299325 -0.047 -0.101 -0.172
H 2.454444 1.103444 1.259145 0.087 0.111 -0.174
```
Forces are in eV/Å.

(2)
DFT (wB97M-V/def2-TZVPD) results for a structure of composition C34H65AsCuF9N6O11 at a distorted geometry.

* <S²>: 0.754
* molar mass: 1043.38 g/mol
* multiplicity: 2
* Kohn-Sham gap (spin up / spin down): 7.5 / 1.3 eV
* total energy: -7265.12459 a.u.
* charge: +1
* HOMO energy (spin up / spin down): -10.291 / -10.291 eV

Structure (XYZ):
```
127
Properties=species:S:1:pos:R:3:forces:R:3
Cu 2.478770 -4.180057 -1.655796 -0.437 -0.899 -0.178
As -0.235084 0.602166 -1.892710 -0.449 -0.069 0.555
F -1.209391 2.100286 -1.689074 0.662 -1.256 -0.244
F 0.244345 0.662781 -0.163293 -0.624 -0.095 -1.281
F 0.718676 -0.885074 -2.074491 -0.474 0.556 0.246
F -0.551008 0.511101 -3.629370 -0.361 0.121 0.959
F 1.151949 1.587627 -2.270252 -0.148 -0.199 0.191
F -1.710062 -0.359811 -1.505095 1.425 0.857 -0.394
C -3.725078 6.738379 -1.605242 0.713 0.694 -1.037
C -2.970160 7.679450 -2.485659 -0.502 -0.068 0.259
N -2.411869 8.373910 -3.212967 -0.086 -0.192 0.319
H -3.688764 5.800233 -2.159012 -0.063 -0.262 0.496
H -4.763401 7.054909 -1.506252 0.156 0.068 0.054
H -3.220402 6.696141 -0.640032 -0.188 -0.263 -0.091
C 0.082951 -1.743810 4.178652 -0.832 -0.366 -0.595
C 0.358600 -2.504965 2.943289 1.396 -1.471 -2.195
N 0.639686 -3.149930 2.000448 -0.901 1.811 2.657
H -0.895910 -2.106137 4.492719 -0.004 0.004 0.395
H -0.064541 -0.682541 3.978526 0.344 -0.056 -0.123
H 0.815966 -1.917822 4.966378 0.017 -0.010 -0.263
C -5.804052 1.010827 -3.989716 0.036 0.030 -0.815
C -5.821080 1.369197 -5.423865 -0.679 0.293 0.867
N -5.808940 1.627663 -6.539302 0.066 0.044 -0.299
H -5.238246 0.080604 -4.040996 0.253 0.113 0.973
H -6.775317 0.834918 -3.527337 -0.172 -0.138 -0.592
H -5.372987 1.823608 -3.405182 0.558 -0.348 -0.124
C 4.221900 -1.469001 -6.853008 0.447 0.941 -1.947
C 4.244142 -1.969175 -5.544140 -0.516 -1.658 3.145
N 4.240483 -2.464995 -4.496274 0.032 0.588 -1.128
H 4.518622 -2.256591 -7.545655 0.004 0.015 -0.035
H 4.958711 -0.668325 -6.917214 -0.015 0.075 -0.197
H 3.264385 -1.064983 -7.181683 -0.056 -0.077 0.320
C 4.919301 1.479315 0.896319 -0.148 0.063 -0.204
C 4.665918 0.080915 0.666834 0.238 0.668 0.112
N 4.423515 -1.008305 0.463075 -0.252 -1.700 -0.278
H 5.073025 1.932610 -0.082959 0.018 0.254 0.155
H 5.803390 1.597086 1.522910 -0.188 0.185 0.029
H 4.005263 1.864545 1.348251 0.259 0.392 0.097
C -0.513381 3.841542 -7.341125 -1.325 -0.592 -0.050
C 0.877098 3.502144 -7.196519 -3.382 1.038 -0.402
N 1.966944 3.285146 -7.071823 3.954 -0.900 0.389
H -1.051044 3.675935 -6.407528 0.251 0.447 0.268
H -1.022723 3.120829 -7.980844 0.270 0.009 -0.392
H -0.702980 4.836273 -7.744447 0.259 -0.045 0.207
C -5.603461 -4.658756 -1.008522 -0.080 -0.947 0.006
O -5.260253 -5.426529 0.142388 -0.078 0.546 -0.200
C -4.828124 -4.642100 1.230949 0.145 -0.590 0.922
C -4.362838 -5.518779 2.387334 0.312 -0.028 -0.382
O -3.106326 -6.140184 2.113798 0.079 0.258 0.454
C -2.605541 -6.903949 3.197705 0.433 0.363 0.551
C -2.166895 -6.083393 4.467198 -0.426 0.173 -0.295
O -3.288612 -5.674538 5.199046 -1.535 0.547 1.329
C -3.061775 -5.273064 6.573072 0.517 -0.880 -0.927
H -5.925214 -5.401415 -1.738619 0.053 0.091 -0.120
H -4.757382 -4.110874 -1.423353 0.182 0.124 0.151
H -6.445960 -3.982517 -0.863609 -0.020 0.174 0.367
H -5.642857 -4.114027 1.726370 -0.507 0.465 -0.469
H -4.071427 -3.918830 0.926994 0.204 0.031 -0.012
H -5.129139 -6.266115 2.593207 -0.131 -0.380 -0.204
H -4.324680 -4.932426 3.305393 0.249 0.300 -0.118
H -1.734494 -7.442878 2.824952 0.171 0.213 -0.098
H -3.328722 -7.682236 3.441359 -0.236 0.034 0.488
H -1.660559 -5.162694 4.177292 0.484 -0.051 -0.525
H -1.525563 -6.597644 5.182977 0.405 -0.707 -0.505
H -3.091391 -6.145036 7.226452 -0.290 -0.231 0.034
H -3.811028 -4.553930 6.904043 0.091 -0.014 -0.348
H -2.046118 -4.898668 6.700999 0.024 0.533 -0.133
C 5.317184 -6.018034 -1.996760 -0.192 -0.515 0.220
O 4.087862 -6.176458 -1.221279 0.614 0.683 -1.305
C 3.726261 -7.569633 -1.134174 -0.414 1.188 1.032
C 2.277243 -7.635148 -0.522432 0.792 0.204 -0.416
O 1.391617 -6.693724 -1.112482 0.563 -0.133 0.257
C 0.328506 -7.274966 -1.854138 1.154 1.698 -0.512
C -0.336051 -6.058832 -2.603217 -0.586 -0.927 0.593
O 0.563635 -5.082599 -3.163613 0.479 -0.031 -0.344
C 0.088301 -4.439383 -4.395065 -0.972 -1.131 0.405
H 5.623473 -4.982709 -2.146348 -0.366 0.114 0.709
H 5.260221 -6.404260 -3.014438 -0.633 -0.300 -0.083
H 6.105086 -6.599581 -1.518089 0.167 0.227 0.219
H 4.435020 -8.012319 -0.434321 -0.092 -0.324 0.252
H 3.934103 -8.046567 -2.092000 -0.753 -0.069 -0.237
H 2.257512 -7.399023 0.541503 0.587 0.012 0.042
H 1.927262 -8.664136 -0.604843 -0.206 -0.067 -0.204
H -0.329221 -7.815677 -1.173602 -0.577 0.332 -0.119
H 0.791606 -8.021124 -2.499817 -0.271 0.053 -0.616
H -1.014879 -5.544631 -1.922867 0.176 0.100 0.296
H -1.007667 -6.556685 -3.302616 0.166 0.396 -0.795
H -0.932889 -4.082861 -4.260308 0.016 0.240 0.304
H 0.006440 -5.210428 -5.161155 0.290 -0.050 -0.153
H 0.686329 -3.607834 -4.767907 0.430 -0.261 0.705
C 5.923845 11.173116 3.959792 -0.055 0.327 -0.500
O 6.437090 9.933639 4.362138 -0.016 -0.854 -0.196
C 7.273236 9.155763 3.464056 0.056 0.234 -0.884
C 6.981535 9.150134 1.950725 -1.254 0.615 -0.494
O 5.701670 8.563499 1.719127 0.839 0.678 0.572
C 5.518316 8.098067 0.380809 0.169 -1.044 -0.197
C 4.072351 7.881237 0.023219 -0.107 -0.076 0.994
O 3.521320 6.914838 0.911858 -0.591 0.277 -0.497
C 2.099184 6.705466 0.716212 0.593 -0.102 0.029
H 5.473161 11.769616 4.752996 0.337 -0.625 0.373
H 5.150851 10.937059 3.228450 -0.396 -0.206 -0.400
H 6.663576 11.744453 3.399020 0.262 -0.025 -0.080
H 7.432470 8.124259 3.778259 -0.779 0.221 0.823
H 8.211978 9.672761 3.663012 0.646 0.221 -0.183
H 7.813934 8.674977 1.431649 0.120 -0.776 0.369
H 7.004174 10.126826 1.467342 -0.113 0.571 0.400
H 6.000851 7.123442 0.307601 0.213 -0.147 0.002
H 5.967187 8.726900 -0.388082 0.108 0.490 0.211
H 4.102062 7.560921 -1.018229 -0.326 -0.258 -0.195
H 3.529177 8.824772 0.076162 -0.244 0.149 0.024
H 1.774096 5.868927 1.334774 0.378 -0.050 -0.056
H 1.892464 6.467875 -0.327303 -0.044 0.021 -0.050
H 1.500703 7.560078 1.031744 0.182 0.333 -0.104
C -4.349197 2.930412 3.266862 -0.508 -0.108 -0.170
C -5.279003 1.910782 2.560343 1.127 1.594 0.120
O -6.116106 1.283944 3.529788 0.157 -2.512 1.120
C -5.752032 0.091396 4.165365 2.848 0.945 -2.568
O -4.722620 -0.546871 3.980717 -2.398 1.587 0.448
C -6.822737 -0.340571 5.138540 -0.432 -0.716 0.524
F -6.958326 -1.664529 5.155843 -0.579 -0.553 -1.379
F -6.501182 -0.111134 6.387812 0.794 1.540 1.423
F -7.958453 0.283691 4.875377 -0.592 -0.324 -0.082
H -3.728800 2.524266 4.065771 -0.017 -0.254 -0.185
H -4.989849 3.698662 3.699836 0.023 0.002 0.177
H -3.717575 3.441920 2.540572 0.089 -0.200 -0.082
H -4.736560 1.293174 1.844508 -0.110 -0.719 0.591
H -5.938608 2.534811 1.957342 -0.352 -0.323 0.051
```
Forces are in eV/Å.

Question: The lowest charge belongs to which entry?
Answer: C34H64InN4O15

Question: Which formula does entry 2 have?
Answer: C34H65AsCuF9N6O11

Question: Among the records above, which one has the highest multiplicity?
Answer: C34H65AsCuF9N6O11

Question: Look up the charge of the first one.
Answer: -1